No. 1
Here is 3 unconnected molecules or ions with the total composition C25H55N4O5P2 from the OMol25 dataset. Energies are from ωB97M-V/def2-TZVPD.

As for the expectation value of S²: 2.008. As for the multiplicity: 3. Its largest force on an atom is 0.87 eV/Å. As for the total charge: +1. The value obtained for the HOMO-LUMO gap (alpha / beta) is 0.2420 / 0.2850 Ha.

Last columns: bonded neighbours and bond lengths (Å).
Atoms and positions in Å:
1 H 1.472 -2.731 5.112  C88 1.091
2 O -2.907 0.114 -7.078  P59 1.451
3 H -0.232 -0.256 1.061  C81 1.091
4 O -0.656 -1.140 4.116  N80 1.278
5 H 1.161 1.676 2.035  C13 1.090
6 C -2.190 -0.789 7.332  C10 1.527, C32 1.528, H34 1.093, H61 1.091
7 P 0.056 0.166 -7.095  C14 1.868, H36 1.406, P59 2.187
8 H 3.484 1.263 -7.310  C68 1.089
9 H -2.918 -2.529 3.026  C90 1.091
10 C -2.944 -0.749 6.005  C6 1.527, C23 1.532, H65 1.095, H69 1.093
11 H -0.327 0.032 6.650  C32 1.094
12 N 1.251 -0.054 -4.519  C14 1.506, H21 1.029, C39 1.513, H64 1.024
13 C 0.611 2.615 1.968  H5 1.090, H16 1.089, H28 1.086, C86 1.536
14 C 1.294 -0.597 -5.924  P7 1.868, N12 1.506, H17 1.093, C27 1.534
15 C -0.716 4.027 0.334  C18 1.528, H47 1.094, H55 1.092, C86 1.534
16 H 1.165 3.366 2.529  C13 1.089
17 H 1.013 -1.651 -5.861  C14 1.093
18 C -2.067 3.319 0.417  C15 1.528, C22 1.527, H30 1.091, H67 1.092
19 H -1.967 -0.341 0.775  C81 1.091
20 C -3.205 -3.228 5.619  C23 1.533, H25 1.084, H44 1.091, H78 1.090
21 H 1.861 -0.644 -3.937  N12 1.029
22 C -2.141 2.153 -0.567  C18 1.527, H35 1.092, C42 1.533, H53 1.095
23 C -2.603 -1.924 5.084  C10 1.532, C20 1.533, N80 1.503, C90 1.523
24 H -0.157 -1.004 8.060  C32 1.093
25 H -3.003 -3.409 6.669  C20 1.084
26 H -0.546 -4.229 6.217  C71 1.090
27 C 2.749 -0.542 -6.408  C14 1.534, C68 1.543, C70 1.560, H85 1.090
28 H -0.344 2.488 2.469  C13 1.086
29 H 4.364 0.820 -5.895  C68 1.086
30 H -2.860 4.031 0.186  C18 1.091
31 O 0.700 2.191 -1.629  N84 1.280
32 C -0.683 -0.896 7.108  C6 1.528, H11 1.094, H24 1.093, C48 1.533
33 O -1.959 -0.386 -4.730  P59 1.615, H73 0.971
34 H -2.548 -1.618 7.949  C6 1.093
35 H -3.077 1.604 -0.446  C22 1.092
36 H -0.008 1.451 -6.528  P7 1.406
37 C -0.972 0.177 -1.567  C42 1.524, H57 1.089, H72 1.095, H83 1.091
38 C 1.777 3.804 0.145  H40 1.091, H41 1.086, H49 1.090, C86 1.524
39 C 1.647 1.400 -4.386  N12 1.513, H56 1.084, H58 1.087, C79 1.530
40 H 2.629 3.126 0.212  C38 1.091
41 H 1.742 4.220 -0.858  C38 1.086
42 C -0.981 1.164 -0.406  C22 1.533, C37 1.524, C81 1.528, N84 1.499
43 H 5.273 -2.138 -4.541  C77 1.091
44 H -2.845 -4.083 5.046  C20 1.091
45 H 3.477 -0.611 -2.829  N66 1.009
46 H -4.279 -1.690 3.785  C90 1.091
47 H -0.632 4.521 -0.639  C15 1.094
48 C -0.277 -2.066 6.204  C32 1.533, C71 1.536, N80 1.505, C88 1.525
49 H 1.929 4.619 0.852  C38 1.090
50 H 4.967 -0.433 -4.578  C77 1.088
51 H -1.276 -3.436 7.617  C71 1.086
52 H 3.221 -2.251 -3.062  N66 1.011
53 H -2.129 2.546 -1.589  C22 1.095
54 O -1.836 -2.149 -6.531  P59 1.600, H62 0.968
55 H -0.645 4.808 1.094  C15 1.092
56 H 0.717 1.957 -4.351  C39 1.084
57 H -0.953 0.689 -2.528  C37 1.089
58 H 2.094 1.512 -3.400  C39 1.087
59 P -1.861 -0.561 -6.333  O2 1.451, P7 2.187, O33 1.615, O54 1.600
60 H 1.947 2.508 -6.199  C79 1.089
61 H -2.405 0.120 7.896  C6 1.091
62 H -1.120 -2.647 -6.111  O54 0.968
63 H -2.873 -0.776 3.244  C90 1.087
64 H 0.302 -0.129 -4.141  N12 1.024
65 H -2.705 0.183 5.483  C10 1.095
66 N 3.849 -1.472 -3.202  H45 1.009, H52 1.011, C77 1.463
67 H -2.259 2.971 1.435  C18 1.092
68 C 3.358 0.872 -6.301  H8 1.089, C27 1.543, H29 1.086, C79 1.540
69 H -4.023 -0.751 6.176  C10 1.093
70 C 3.590 -1.681 -5.753  C27 1.560, H75 1.097, C77 1.537, H82 1.091
71 C -0.437 -3.411 6.928  H26 1.090, C48 1.536, H51 1.086, H89 1.090
72 H -0.110 -0.493 -1.487  C37 1.095
73 H -1.815 -1.225 -4.261  O33 0.971
74 H 1.395 -0.980 5.330  C88 1.086
75 H 2.904 -2.486 -5.463  C70 1.097
76 H 1.800 -2.022 6.700  C88 1.091
77 C 4.471 -1.399 -4.525  H43 1.091, H50 1.088, N66 1.463, C70 1.537
78 H -4.288 -3.177 5.508  C20 1.090
79 C 2.548 1.916 -5.510  C39 1.530, H60 1.089, C68 1.540, H87 1.089
80 N -1.107 -1.997 4.950  O4 1.278, C23 1.503, C48 1.505
81 C -1.124 0.344 0.876  H3 1.091, H19 1.091, C42 1.528, H91 1.083
82 H 4.222 -2.118 -6.527  C70 1.091
83 H -1.881 -0.425 -1.520  C37 1.091
84 N 0.305 1.934 -0.440  O31 1.280, C42 1.499, C86 1.505
85 H 2.676 -0.779 -7.470  C27 1.090
86 C 0.482 3.087 0.511  C13 1.536, C15 1.534, C38 1.524, N84 1.505
87 H 3.244 2.619 -5.057  C79 1.089
88 C 1.188 -1.936 5.802  H1 1.091, C48 1.525, H74 1.086, H76 1.091
89 H 0.460 -3.600 7.518  C71 1.090
90 C -3.192 -1.712 3.696  H9 1.091, C23 1.523, H46 1.091, H63 1.087
91 H -1.313 0.939 1.762  C81 1.083

No. 2
Here is C7H10O in the gas phase at a distorted geometry from the OMol25 dataset. Energies are from ωB97M-V/def2-TZVPD.

Its largest force on an atom is 3.86 eV/Å. The value obtained for the HOMO-LUMO gap is 0.3142 Ha. The relative energy (zero: lowest compared OMol25 entry of this formula, charge and spin) comes out at 5.880 eV. The SMILES is C1=C\CCOC\C=C/1.

Last columns: bonded neighbours and bond lengths (Å).
Atoms and positions in Å:
1 C 1.375 1.057 -0.026  H4 1.079, C11 1.538, C18 1.315
2 H 1.711 -2.216 0.772  C12 1.107
3 H -2.814 -0.137 1.071  C16 1.179
4 H 2.019 1.919 -0.104  C1 1.079
5 C -0.094 -1.060 0.029  H10 1.094, C12 1.512, O14 1.425, H17 1.141
6 C -1.352 1.070 -0.201  C11 1.344, H13 1.053, C16 1.543
7 H -0.017 2.486 0.485  C11 1.107
8 H -2.913 -0.173 -0.676  C16 1.101
9 H 3.041 -0.030 0.173  C18 1.084
10 H -0.085 -0.347 0.858  C5 1.094
11 C -0.106 1.437 0.142  C1 1.538, C6 1.344, H7 1.107
12 C 1.338 -1.543 -0.023  H2 1.107, C5 1.512, H15 1.073, C18 1.569
13 H -1.979 1.778 -0.665  C6 1.053
14 O -1.443 -1.516 -0.020  C5 1.425, C16 1.477
15 H 1.558 -1.979 -0.978  C12 1.073
16 C -2.141 -0.220 0.107  H3 1.179, C6 1.543, H8 1.101, O14 1.477
17 H -0.076 -0.417 -0.914  C5 1.141
18 C 1.979 -0.111 -0.029  C1 1.315, H9 1.084, C12 1.569